(1)
# C27H62Cl4OS

A 6-piece molecular cluster, C27H62Cl4OS overall in a non-equilibrium geometry (ωB97M-V/def2-TZVPD, the OMol25 dataset).

Results
Spin multiplicity: 1
Gap between HOMO and LUMO, eV: 9.39
ΔE to the lowest compared entry with this formula, charge and spin, kcal/mol: 0.0

Cartesian coordinates (Å):
1 H -27.31 17.35 -10.09
2 C -27.53 15.48 -12.17
3 H -25.27 21.67 -10.99
4 H -28.89 13.26 -14.48
5 Cl -24.67 17.03 -5.65
6 H -28.85 21.70 -8.39
7 H -27.18 20.11 -8.53
8 H -24.44 26.25 -11.25
9 H -28.17 13.32 -12.12
10 C -22.55 20.00 -9.46
11 H -16.30 23.98 -6.72
12 H -18.74 21.57 -6.71
13 H -18.73 24.74 -6.89
14 C -19.76 20.12 -9.30
15 C -27.75 14.08 -12.78
16 C -27.13 21.67 -7.06
17 H -25.40 23.85 -10.74
18 H -24.72 16.22 -9.11
19 H -16.16 27.47 -7.67
20 C -23.31 17.72 -4.78
21 H -29.39 22.11 -5.94
22 Cl -23.41 19.49 -4.82
23 H -27.32 21.22 -6.09
24 H -25.36 21.11 -14.86
25 H -15.74 24.11 -9.26
26 H -19.87 22.64 -5.82
27 H -24.04 20.21 -12.25
28 C -16.81 25.82 -8.73
29 H -24.06 23.39 -13.22
30 H -26.83 13.59 -13.07
31 H -25.28 17.88 -8.74
32 H -23.51 25.62 -12.50
33 H -16.90 26.24 -6.66
34 H -30.52 23.84 -8.17
35 H -18.84 19.94 -8.74
36 H -28.36 14.96 -14.79
37 H -24.48 19.57 -14.57
38 H -16.27 26.20 -9.60
39 H -25.81 19.98 -7.39
40 H -23.16 22.53 -11.97
41 C -26.45 20.67 -7.95
42 H -23.61 21.10 -14.46
43 C -28.34 22.42 -7.75
44 H -27.91 23.20 -8.36
45 H -18.24 22.38 -5.31
46 H -29.67 14.59 -13.69
47 H -28.45 15.87 -11.74
48 H -25.61 15.09 -11.42
49 H -25.84 21.19 -8.68
50 H -26.31 22.32 -6.76
51 C -24.91 20.56 -12.80
52 C -24.53 24.13 -11.33
53 H -32.65 23.64 -6.77
54 H -19.08 23.52 -8.06
55 C -29.33 22.90 -6.69
56 H -31.71 23.27 -5.46
57 H -27.28 16.29 -12.86
58 H -23.39 19.60 -8.90
59 H -19.98 19.27 -9.95
60 C -30.70 23.19 -7.31
61 H -16.67 22.58 -7.65
62 H -31.62 24.91 -6.26
63 C -16.71 24.29 -8.82
64 C -26.55 15.48 -11.04
65 C -25.57 16.90 -9.12
66 H -31.20 22.31 -7.71
67 C -26.37 16.89 -10.40
68 S -21.17 20.38 -8.25
69 H -26.84 14.80 -10.23
70 Cl -21.80 17.00 -5.40
71 H -17.49 23.93 -9.50
72 H -25.26 25.75 -12.81
73 H -25.75 19.91 -12.55
74 Cl -23.61 17.33 -3.09
75 H -26.14 22.19 -12.38
76 C -28.70 14.24 -14.05
77 C -24.50 25.52 -12.06
78 C -18.85 22.53 -6.20
79 H -15.25 25.90 -7.19
80 H -22.18 19.23 -10.14
81 H -26.19 16.51 -8.32
82 C -25.16 21.86 -12.05
83 C -24.57 20.61 -14.29
84 O -21.31 19.21 -7.28
85 C -18.51 23.70 -7.15
86 C -31.64 23.83 -6.39
87 H -23.78 24.24 -10.55
88 H -17.83 26.19 -8.86
89 C -16.97 23.62 -7.50
90 C -16.18 26.40 -7.47
91 H -22.78 20.85 -10.11
92 H -28.99 23.79 -6.15
93 C -24.14 22.94 -12.23
94 H -19.59 21.01 -9.90
95 H -25.83 17.54 -11.09

(2)
# C27H63AlFeN9O13P

C27H63AlFeN9O13P as an isolated structure in a non-equilibrium geometry (ωB97M-V/def2-TZVPD, the OMol25 dataset).

Results
Spin multiplicity: 9
Gap between HOMO and LUMO (spin up / spin down), eV: 6.60 / 1.62
ΔE to the lowest compared entry with this formula, charge and spin, kcal/mol: 150.3
Charge: +2

Cartesian coordinates (Å):
1 N -5.76 -3.00 -3.89
2 C 7.63 0.06 3.93
3 H -3.08 -6.88 -4.60
4 H -4.62 -3.88 -2.33
5 H -3.86 6.05 1.53
6 H 2.80 -0.41 4.54
7 O -0.42 1.06 1.05
8 O 0.09 6.64 -2.91
9 H -3.65 7.73 0.90
10 H -1.23 -3.37 1.60
11 O 8.15 0.32 5.03
12 C -1.27 8.32 1.71
13 C 1.36 -0.50 7.67
14 H 1.11 9.19 -4.55
15 O -4.87 -1.09 -4.72
16 N -0.37 -5.23 1.35
17 C -2.67 -5.68 -6.77
18 H -2.98 0.96 4.66
19 C 0.63 -4.90 0.55
20 C 1.18 7.12 -2.54
21 H 3.98 -1.43 -6.54
22 C 1.85 1.31 6.07
23 O -0.14 5.72 2.25
24 H -0.53 -6.93 2.66
25 C -6.16 2.21 4.67
26 H 3.35 -1.27 5.95
27 H -0.40 -7.32 0.90
28 N 1.88 0.00 6.39
29 O 1.40 -5.74 0.10
30 H 9.19 -2.54 2.91
31 H -6.30 -2.19 -5.70
32 H -6.53 -4.58 -5.11
33 H -0.29 8.22 1.24
34 O 2.33 1.82 5.09
35 H 6.28 -2.43 2.14
36 H -1.62 -6.71 -3.76
37 H -3.73 -5.89 -6.61
38 H 2.03 6.72 -1.97
39 H -1.10 -4.47 -4.00
40 H -1.67 -4.45 2.89
41 H 1.85 -1.79 5.18
42 H -2.02 5.06 2.01
43 N -1.96 -5.50 -5.52
44 H -1.74 9.22 1.32
45 N 4.37 -2.29 -4.65
46 Fe 1.87 2.57 1.57
47 C -6.71 -4.11 -4.14
48 N -1.95 7.07 1.80
49 H -6.13 -2.99 -1.91
50 Al -1.20 1.97 -4.41
51 H -2.16 -6.45 -7.34
52 C -5.00 0.79 3.01
53 C -1.31 5.90 1.97
54 H 1.79 -1.46 7.93
55 N 7.75 -1.12 3.26
56 H 3.25 9.47 -3.02
57 H -6.12 3.30 4.60
58 H 4.15 -1.28 -2.90
59 H 0.58 10.23 -3.15
60 H 0.30 -0.73 7.59
61 C 0.63 9.23 -3.58
62 H 2.46 9.96 -1.53
63 C -1.46 -4.31 -5.03
64 H 8.96 -2.03 4.73
65 H -1.66 -7.47 -5.52
66 C -5.68 -2.07 -4.80
67 O 0.61 1.85 -0.72
68 H 1.62 0.13 8.52
69 C -0.77 -6.62 1.64
70 N -4.92 1.59 4.12
71 C 6.88 -1.53 2.06
72 C 4.91 -3.45 -4.03
73 C 2.61 9.12 -2.21
74 H 1.47 1.90 6.92
75 C -2.01 -6.75 -4.78
76 H -2.56 -4.81 -7.43
77 H -3.75 7.26 2.72
78 C -1.47 -4.41 1.82
79 C -3.66 1.79 4.87
80 H -7.71 -3.70 -4.28
81 H 7.92 -3.15 3.90
82 C 8.55 -2.27 3.75
83 N 1.41 8.42 -2.73
84 H -1.09 8.68 2.73
85 H -7.04 1.95 4.08
86 H -3.96 1.56 5.89
87 O -0.53 -0.42 -1.19
88 H -3.32 2.81 4.73
89 C 4.22 -2.38 -6.07
90 H 3.17 8.42 -1.60
91 H 0.76 -3.82 0.37
92 H -6.65 -4.83 -3.32
93 H -1.85 -6.71 1.54
94 P 0.23 0.45 -0.11
95 H 5.17 -2.73 -6.48
96 H 6.24 -0.65 1.98
97 O -1.27 -3.20 -5.65
98 H 4.86 -3.51 -2.95
99 H -6.40 2.10 5.73
100 C -3.41 7.03 1.70
101 H -0.42 8.96 -3.71
102 C -5.20 -2.96 -2.48
103 C 3.90 -1.23 -3.98
104 H 6.95 0.83 3.54
105 O 1.59 0.12 0.50
106 O -5.94 0.55 2.31
107 H 5.96 -3.54 -4.31
108 H 7.45 -1.65 1.13
109 H -2.36 -4.66 1.24
110 H -4.63 -2.10 -2.12
111 H -4.01 0.36 2.79
112 C 2.45 -0.92 5.44
113 H 4.42 -4.36 -4.38
114 O 3.31 -0.21 -4.49
115 H 3.42 -3.09 -6.30